[1]
# C31H38F2N7OSTi

A molecular structure, C31H38F2N7OSTi in a non-equilibrium geometry (ωB97M-V with the def2-TZVPD basis set, the Open Molecules 2025 dataset).

The calculation puts the molecular weight at 642.6 g/mol. The energy relative to the best compared isomer or geometry (same formula, charge and spin) is 21.0 kcal per mole. As for the total energy: -3109.93592 Eh.

```
! RIJCOSX wB97M-V def2-TZVPD def2/J DEFGRID3
* xyz 0 2
Ti -0.54540 -0.51704 -0.69853
C 0.69430 1.62676 2.73357
C 1.61460 2.39256 1.78447
C 1.60360 1.87016 0.33447
N 0.27800 1.51516 -0.13193
C -0.59030 2.49566 -0.24823
C -0.25820 3.87306 -0.18163
C -1.02830 4.99336 0.02817
C -2.38310 5.07886 0.31387
C -3.29350 4.03706 0.23647
C -3.11030 2.75956 -0.24773
C -1.94100 2.06706 -0.63833
N -1.94630 0.97016 -1.37113
C -3.13610 0.67796 -2.14223
C -4.08920 -0.31374 -1.46683
C -3.29360 -1.56584 -1.09563
N -2.27770 -1.25494 -0.11993
C -2.50920 -1.43654 1.16647
C -3.80540 -1.62084 1.70037
C -4.22220 -2.01644 2.95247
C -3.47000 -2.46644 4.02617
C -2.08750 -2.51144 4.09397
C -1.14750 -1.99774 3.22667
C -1.27370 -1.38484 1.96097
N -0.26270 -0.83684 1.30487
C 1.03840 -0.79694 1.93707
C 1.17370 0.22006 3.08457
H 0.62220 2.20256 3.66007
H -0.31110 1.56336 2.30507
H 1.29650 3.43626 1.78237
H 2.64040 2.35826 2.16207
H 2.05680 2.63766 -0.31423
H 2.25010 0.99626 0.25917
H 0.79250 4.08526 -0.33193
H -0.48150 5.93156 0.03357
H -2.76880 6.05066 0.59407
H -4.31030 4.28336 0.51937
H -4.01540 2.16856 -0.29283
H -3.67010 1.60776 -2.39183
H -2.80470 0.22426 -3.08483
H -4.51840 0.11876 -0.55913
H -4.90570 -0.56354 -2.14783
H -3.95840 -2.35884 -0.72713
H -2.77870 -1.93984 -1.98993
H -4.61570 -1.39224 1.02057
H -5.29600 -2.03484 3.09687
H -4.01310 -2.83124 4.88697
H -1.67980 -2.98134 4.98147
H -0.13050 -2.12734 3.56767
H 1.30290 -1.79204 2.32527
H 1.76420 -0.56494 1.16107
H 0.58910 -0.12664 3.93987
H 2.22720 0.25126 3.38277
N 1.49170 -0.50644 -1.35633
C 2.55750 -0.97394 -1.38023
N 3.71040 -1.57124 -1.29953
C 4.17170 -2.06854 -0.00993
C 5.18710 -1.07644 0.56457
O 6.26020 -0.89444 -0.33343
C 5.82730 -0.38454 -1.57383
C 4.79920 -1.32054 -2.22523
H 4.66260 -3.02994 -0.18403
H 3.32350 -2.21564 0.65657
H 5.63280 -1.45414 1.48597
H 4.69170 -0.11184 0.76297
H 6.72180 -0.30474 -2.19493
H 5.38460 0.61416 -1.43433
H 5.27830 -2.28134 -2.44083
H 4.41100 -0.89304 -3.14893
S 0.35100 -1.62294 -5.29623
C 0.65590 0.02206 -4.85323
C 0.11130 0.30216 -3.63793
N -0.54150 -0.72514 -3.03913
C -0.53050 -1.78874 -3.80483
H 1.20250 0.65696 -5.51893
H 0.15060 1.26066 -3.14433
H -1.01160 -2.71924 -3.57633
F -1.02240 -3.46154 -0.68653
C 0.03520 -2.58954 -0.93463
F 0.95560 -2.92424 0.07177
H 0.51770 -2.99854 -1.84893
*
```


[2]
# C31H38F4N6O5SSn

A molecular structure, C31H38F4N6O5SSn (ωB97M-V with the def2-TZVPD basis set, the Open Molecules 2025 dataset).

The calculation puts the molecular weight at 801.5 g/mol. The energy relative to the best compared isomer or geometry (same formula, charge and spin) is 37.6 kcal per mole. As for the total energy: -2920.84788 Eh.

```
! RIJCOSX wB97M-V def2-TZVPD def2/J DEFGRID3
* xyz -2 1
Sn -0.55256 0.07155 0.11168
C -0.79390 -3.50518 -1.38658
N -0.44725 -2.18824 -1.85754
C -0.99514 -1.90859 -3.16827
C 0.98557 -1.98115 -1.75537
C 1.49134 -0.64766 -2.28217
N 0.81956 0.54945 -1.77444
C 1.24628 1.70534 -2.32078
C 0.67344 2.93021 -1.89295
F -0.23544 2.86041 -0.90710
C 0.99827 4.16333 -2.38906
F 0.36572 5.24698 -1.88945
C 1.94644 4.33313 -3.38330
C 2.55045 3.17322 -3.81219
F 3.50538 3.25152 -4.77015
C 2.24296 1.92136 -3.31942
F 2.97914 0.90485 -3.84580
H -0.34301 -4.30955 -1.99844
H -0.44047 -3.63376 -0.35907
H -1.87721 -3.64156 -1.41428
H -0.55426 -2.55742 -3.94884
H -2.07567 -2.05407 -3.15246
H -0.82006 -0.86586 -3.42515
H 1.25989 -2.09829 -0.70316
H 1.52708 -2.76345 -2.32315
H 2.55896 -0.63283 -2.03214
H 1.44114 -0.67992 -3.37362
H 2.21522 5.30311 -3.76998
C -4.80049 -0.17662 0.71390
C -3.93132 -1.08376 -0.14512
C -4.74110 -2.27504 -0.63892
O -2.87795 -1.53440 0.71263
C -3.38998 -0.26034 -1.35462
O -4.11883 -0.17314 -2.34021
O -2.23974 0.28771 -1.24242
H -5.16092 -0.74076 1.57733
H -5.65062 0.17567 0.12858
H -4.23110 0.67988 1.06906
H -5.21816 -2.77063 0.20986
H -4.10155 -3.00141 -1.14693
H -5.49387 -1.94028 -1.34906
H -2.33739 -2.16875 0.22561
O 2.01406 -7.02009 6.51736
C 3.19000 -6.99115 5.73969
N 3.41811 -5.73277 5.07751
C 2.50584 -5.32764 4.13523
O 1.56261 -6.05163 3.84282
C 2.74189 -3.99625 3.52153
C 4.00273 -3.40357 3.47031
C 4.12988 -2.15621 2.89755
C 2.98923 -1.53720 2.39775
N 1.77821 -2.09137 2.43833
C 1.66524 -3.29667 2.98476
H 1.29407 -6.88053 5.88636
H 3.15688 -7.76825 4.97320
H 4.02228 -7.18160 6.41433
H 3.93517 -5.01761 5.56048
H 4.87370 -3.92566 3.85050
H 5.07934 -1.64242 2.83107
H 3.07442 -0.55262 1.94690
H 0.67489 -3.73777 3.01603
S 4.54286 1.35415 1.09399
C 5.07362 1.20571 2.66410
N 5.43969 1.10276 3.76810
C 1.28485 1.52925 3.00477
N 0.37100 1.03276 4.02400
C 0.17486 2.01900 5.06213
C -0.87200 0.50127 3.45894
C -1.74189 1.49663 2.70487
C -2.63308 2.25609 3.47171
C -3.42804 3.23456 2.89829
C -3.33924 3.45081 1.52947
C -2.47751 2.67863 0.76377
C -1.65598 1.68740 1.31332
H 2.25836 1.74150 3.44941
H 0.92386 2.44201 2.50742
H 1.43130 0.76386 2.24271
H 1.14022 2.24400 5.52105
H -0.49114 1.62090 5.83335
H -0.25294 2.96791 4.69769
H -1.45318 0.07763 4.28523
H -0.58481 -0.33550 2.81881
H -2.70341 2.06586 4.53896
H -4.11306 3.81404 3.50764
H -3.95888 4.20345 1.05311
H -2.47917 2.82662 -0.30807
*
```


[3]
# C31H38N3O2P2Pt

A molecular structure, C31H38N3O2P2Pt in a non-equilibrium geometry (ωB97M-V with the def2-TZVPD basis set, the Open Molecules 2025 dataset).

The calculation puts the molecular weight at 741.7 g/mol. As for the total energy: -2320.62154 Eh.

```
! RIJCOSX wB97M-V def2-TZVPD def2/J DEFGRID3
* xyz 1 1
Pt 0.23100 0.15590 -0.21050
C -0.57100 -3.01210 -0.21450
O 0.03200 -2.15180 0.72350
C 1.30890 -2.33900 1.19060
C 2.04110 -3.50860 1.12700
C 3.30270 -3.57290 1.71380
C 3.82240 -2.47380 2.38710
C 3.10660 -1.30450 2.47630
C 1.83610 -1.20100 1.87220
N 1.08440 -0.07250 1.92530
N 1.34620 0.81510 2.81460
C 0.90210 2.04250 2.97980
C 0.00680 2.69180 2.02090
O -0.53350 2.05290 1.06380
C -0.25720 4.06900 2.23380
C 0.22540 4.75940 3.30750
C 0.98750 4.11830 4.31340
C 1.41720 4.78470 5.47090
C 2.10370 4.11960 6.45940
C 2.38700 2.75530 6.32050
C 2.02370 2.09040 5.17850
C 1.31640 2.74510 4.14930
H -1.34130 -3.60530 0.31350
H 0.15750 -3.68870 -0.67150
H -1.80450 -1.53180 -0.77030
H 1.63890 -4.39000 0.65050
H 3.85900 -4.49640 1.67420
H 4.79180 -2.53830 2.85550
H 3.48240 -0.44280 3.00900
H -0.89380 4.56300 1.51470
H 0.00400 5.80910 3.41470
H 1.18760 5.83550 5.57630
H 2.42520 4.64710 7.34660
H 2.89130 2.23470 7.12140
H 2.24770 1.04170 5.06320
C 3.70480 0.66300 -1.55270
P 2.03270 -0.06160 -1.77720
C 2.39450 -1.76000 -2.35200
C 1.42320 0.77660 -3.28340
C 2.17230 0.71690 -4.45410
C 1.71300 1.30290 -5.61860
C 0.48590 1.94620 -5.62650
C -0.25340 2.03630 -4.46050
C 0.20890 1.46980 -3.27760
P -0.68560 1.75290 -1.70250
C -2.45110 1.90780 -2.15910
C -0.23170 3.50140 -1.41340
H 4.34210 0.44000 -2.40630
H 4.14820 0.24230 -0.65120
H 3.62650 1.74170 -1.43150
H 2.93850 -1.77640 -3.29530
H 1.44900 -2.28090 -2.46790
H 2.97720 -2.26170 -1.58100
H 3.12870 0.21420 -4.45490
H 2.30990 1.26100 -6.51670
H 0.11390 2.39090 -6.53650
H -1.19700 2.56030 -4.47390
H -2.63350 2.85410 -2.66300
H -3.02910 1.88010 -1.23690
H -2.75140 1.08270 -2.79790
H -0.23940 4.04450 -2.35720
H 0.75420 3.56900 -0.95850
H -0.95890 3.93190 -0.73060
C -0.76390 -3.51900 -3.26510
C -1.76590 -2.74470 -2.40310
C -2.90690 -3.68210 -1.98770
C -2.30930 -1.59940 -3.25910
N -1.11230 -2.12850 -1.23140
H -1.30400 -4.00680 -4.07250
H -0.24380 -4.28820 -2.70170
H -0.04310 -2.84300 -3.71950
H -3.50700 -3.93190 -2.85600
H -3.56270 -3.21470 -1.25690
H -2.51770 -4.60400 -1.56450
H -2.57690 -1.96960 -4.24520
H -1.53570 -0.84210 -3.36740
H -3.19360 -1.15950 -2.80650
*
```